Molecular formula: C9H13N3O4Pm
Method: DFT, the ωB97M-V functional and the def2-TZVPD basis

```
30
Properties=species:S:1:pos:R:3:forces:R:3
Pm -0.166 -0.202 0.709 -0.163 3.324 0.122
O 2.935 1.322 -0.302 -4.648 -2.877 0.163
O -0.694 -3.011 2.866 0.857 3.848 -3.596
O 0.906 -2.184 -2.174 -2.094 4.919 4.970
O -2.340 0.872 -2.074 5.322 -3.034 4.178
N -0.423 2.073 0.767 -1.195 -4.039 -0.771
N 0.439 4.043 1.550 -1.126 -1.565 -0.846
N -1.839 3.886 0.673 1.241 -0.854 -0.022
C 1.934 0.754 -0.180 5.912 3.106 -0.542
C -0.601 3.374 0.976 -0.067 3.097 1.166
C 0.476 5.407 2.043 0.376 1.222 0.454
C -1.522 0.427 -1.350 -6.093 2.796 -5.142
C -0.509 -2.166 2.102 -1.213 -5.939 5.245
C -2.870 3.108 -0.027 -0.106 0.231 -0.246
C 0.569 -1.413 -1.352 2.605 -5.936 -6.033
C -2.200 5.254 0.969 -0.341 0.736 0.179
C 1.704 3.327 1.813 0.422 0.275 0.080
H -3.225 5.426 0.630 0.356 0.069 0.152
H 1.600 2.434 2.433 -0.366 0.006 0.144
H -0.447 5.970 1.882 0.960 -0.349 0.231
H 0.685 5.361 3.128 -0.059 0.182 -0.519
H -1.415 1.775 0.515 0.885 0.284 0.164
H -3.205 2.223 0.523 -0.012 -0.085 0.218
H 2.237 3.045 0.908 -0.276 0.363 -0.066
H -2.157 5.387 2.058 -0.249 0.348 -0.415
H 2.390 3.995 2.359 -0.493 -0.185 -0.194
H -1.523 5.922 0.422 -0.501 0.092 0.223
H -2.589 2.826 -1.043 0.147 0.279 0.196
H 1.307 5.919 1.524 -0.389 -0.060 0.373
H -3.761 3.737 -0.133 0.309 -0.255 0.134
```
Forces are in eV/Å.

The spin multiplicity is 5. The energy comes out at -1423.14561 hartree. Its charge is +3.


Molecular formula: C9H13N4
Method: DFT, the ωB97M-V functional and the def2-TZVPD basis

```
26
Properties=species:S:1:pos:R:3:forces:R:3
N -0.677 -0.105 0.121 2.645 -1.925 0.677
N -2.635 0.533 0.593 -3.145 2.859 3.324
N -1.370 2.876 -1.378 -0.425 0.867 -0.201
N -0.931 1.928 -1.085 0.458 1.095 -0.671
C 2.733 0.531 1.225 -1.620 -1.176 -0.668
C -1.529 -0.639 -0.930 2.240 -1.328 -1.299
C -1.459 0.249 1.309 0.399 -3.171 -0.908
C 1.354 -0.752 -0.964 0.627 -0.136 -0.295
C -2.879 -0.488 -0.338 1.832 -0.911 1.400
C 3.518 -0.105 0.194 0.371 0.329 0.745
C 2.815 -0.674 -0.795 2.247 0.010 -2.877
C 1.344 0.541 1.138 2.523 1.232 0.503
C 0.647 -0.040 0.071 -2.627 -0.510 0.953
H 3.209 0.889 2.113 0.169 0.627 0.243
H -1.394 -1.740 -1.101 0.544 0.876 0.029
H 4.649 -0.048 0.248 -1.695 -0.290 -0.311
H -0.937 1.019 1.786 -0.216 1.470 0.943
H -1.478 -0.706 1.999 -0.061 1.546 -0.937
H -3.107 -1.436 0.115 -0.626 -0.639 0.303
H -1.208 -0.083 -1.857 -1.074 -0.679 0.671
H 1.111 -1.788 -0.827 -0.197 -1.182 0.649
H 0.895 -0.725 -1.965 0.669 0.882 -0.067
H 0.856 1.212 1.811 -0.363 -0.204 0.527
H -3.531 -0.232 -1.053 -2.856 0.937 -2.349
H 3.422 -1.003 -1.674 -0.683 -0.130 0.820
H -3.419 0.786 1.246 0.866 -0.448 -1.202
```
Forces are in eV/Å.

The spin multiplicity is 1. Its energy relative to the best compared isomer or geometry (same formula, charge and spin) is 2.0663 eV. Its charge is +1.


Molecular formula: C9H13N4
Method: DFT, the ωB97M-V functional and the def2-TZVPD basis

```
26
Properties=species:S:1:pos:R:3:forces:R:3
N 3.111 -1.295 0.556 0.033 -0.954 0.604
N -1.173 -0.262 -0.030 0.011 -0.960 -0.684
N -2.395 -2.012 -0.260 0.934 2.707 -0.097
N 1.317 -0.167 -0.035 -0.823 0.193 -0.823
C -2.502 0.154 -0.077 0.520 0.544 0.478
C 3.453 -0.480 -0.512 -2.022 -1.347 1.333
C 0.001 1.301 1.485 2.450 -1.347 1.781
C -3.291 -0.938 -0.216 -0.852 -1.655 -0.714
C 1.848 -1.123 0.827 -0.724 1.497 0.020
C 0.012 1.653 -1.025 -0.947 0.091 0.674
C -1.147 -1.577 -0.195 -0.406 0.859 0.816
C 2.370 0.172 -0.929 -1.934 1.427 0.947
C 0.029 0.604 0.075 1.170 0.695 1.914
H -0.735 2.077 1.620 -0.670 -0.203 0.008
H -4.374 -1.190 -0.439 1.593 0.989 0.691
H -2.678 1.202 0.092 -0.515 -0.100 -0.235
H 1.149 -1.454 1.654 1.600 -0.114 -0.922
H -2.494 -2.960 -0.336 -1.344 -2.754 -0.324
H 0.075 1.069 -1.954 -0.052 0.754 -0.104
H 4.361 -0.512 -0.990 2.118 -0.035 -0.579
H 2.258 1.063 -1.515 0.249 -0.447 -0.603
H 0.130 0.575 2.423 -1.127 1.173 -2.163
H -0.987 2.261 -0.963 2.247 -0.827 -0.234
H 0.974 1.828 1.655 -0.613 -0.190 -0.792
H 0.965 2.192 -0.794 -1.398 0.385 -0.735
H -0.279 -2.182 -0.117 0.501 -0.383 -0.258
```
Forces are in eV/Å.

The spin multiplicity is 1. Its energy relative to the best compared isomer or geometry (same formula, charge and spin) is 1.6682 eV. Its charge is +1.


Molecular formula: C9H13N4O2
Method: DFT, the ωB97M-V functional and the def2-TZVPD basis

```
28
Properties=species:S:1:pos:R:3:forces:R:3
O -2.095 -2.905 -0.075 -4.195 2.122 0.851
O 2.494 -0.188 2.224 -0.444 0.067 0.849
N 2.510 -0.179 0.897 -0.748 0.421 -0.887
N 0.397 1.247 0.178 -1.238 2.674 -0.196
N 1.534 1.072 -0.318 1.154 -0.677 0.080
N -2.333 2.610 0.562 1.395 -0.752 -0.389
C 3.173 -0.627 -1.266 -1.906 -0.177 0.632
C 1.805 0.131 -1.390 1.179 -1.457 1.239
C -0.857 -0.830 0.067 0.067 -1.984 -0.756
C -2.078 -1.539 -0.008 0.437 0.417 -0.054
C -0.827 0.565 0.123 -2.420 -0.117 0.406
C 3.313 -0.825 0.188 0.842 -1.469 1.680
C -3.328 -0.848 0.047 0.640 -3.132 1.515
C -2.111 1.267 0.295 2.639 -1.043 -0.102
C -3.238 0.471 0.291 -1.191 2.420 -0.174
H 4.000 -1.503 0.714 0.089 0.196 -0.572
H 0.280 2.227 0.489 0.356 -0.796 0.318
H 1.608 0.178 2.451 0.740 -0.245 0.055
H 3.269 -1.562 -1.863 -0.359 0.758 0.437
H 0.084 -1.485 0.015 -1.373 1.360 0.200
H -4.064 1.179 0.435 -0.639 -1.235 -0.059
H 1.861 0.735 -2.192 0.483 2.382 -2.883
H -3.247 2.808 0.969 0.933 0.693 -0.311
H 1.057 -0.530 -1.663 -1.826 -1.454 0.236
H -1.570 3.251 0.359 -1.212 0.286 0.438
H 3.908 0.051 -1.545 1.698 1.046 -0.826
H -4.244 -1.487 0.274 1.138 1.174 -0.923
H -1.302 -3.284 -0.257 3.761 -1.479 -0.805
```
Forces are in eV/Å.

The spin multiplicity is 1. Its energy relative to the best compared isomer or geometry (same formula, charge and spin) is 2.9458 eV. Its charge is +1.